No. 1
{"formula": "C25H53AlF3O17S5", "method": "ωB97M-V/def2-TZVPD", "homo_lumo_gap_ev": 6.35, "charge": -1, "energy_ha": -4796.098562, "species": ["C", "C", "C", "C", "C", "C", "C", "Al", "O", "C", "O", "C", "F", "F", "F", "C", "H", "H", "H", "H", "H", "H", "H", "H", "H", "H", "H", "H", "H", "O", "S", "O", "O", "C", "C", "C", "H", "H", "H", "H", "H", "H", "H", "H", "O", "S", "O", "O", "C", "C", "C", "H", "H", "H", "H", "H", "H", "H", "H", "O", "S", "O", "O", "C", "C", "C", "H", "H", "H", "H", "H", "H", "H", "H", "O", "S", "O", "O", "C", "C", "C", "H", "H", "H", "H", "H", "H", "H", "H", "O", "S", "O", "O", "C", "C", "C", "H", "H", "H", "H", "H", "H", "H", "H"], "positions_angstrom": [[-7.18121, 0.53437, -1.70919], [-5.82146, 0.59150, -2.67490], [-5.79076, 1.29925, -4.16659], [-4.38353, 1.24741, -5.05526], [-3.04372, 0.49332, -4.41921], [-3.08273, -0.16899, -2.91957], [-1.79253, -0.93288, -2.24230], [-1.22427, -2.39733, -3.61102], [0.51003, -2.93476, -3.10796], [-2.41320, -4.08881, -3.51861], [-3.61872, -4.02645, -4.35955], [-4.85073, -4.27224, -3.59203], [-6.03530, -4.38133, -4.51682], [-4.83042, -5.57436, -2.82924], [-5.16672, -3.17847, -2.62847], [-4.47338, -0.11252, -2.05252], [-7.89711, -0.25729, -2.24100], [-7.76711, 1.54675, -1.67565], [-6.94946, 0.07702, -0.63957], [-6.78259, 1.81954, -4.54863], [-4.38811, 1.72740, -6.13683], [-2.08596, 0.44966, -5.09103], [-0.91240, -0.16317, -2.01107], [-2.01939, -1.47653, -1.22962], [-1.21510, -1.83550, -5.09236], [0.98569, -3.27602, -3.92581], [-2.60344, -4.36769, -2.39706], [-1.74198, -4.96818, -3.96652], [-4.46294, -0.59467, -0.97534], [3.56215, 0.91409, -4.90772], [4.27600, 1.17243, -3.67736], [5.69664, 0.91698, -3.54618], [3.49519, 0.44195, -2.44732], [3.27199, -0.96067, -2.52274], [4.55197, -1.74295, -2.28887], [3.97332, 2.84972, -3.18501], [2.81236, -1.22791, -3.47928], [2.55232, -1.21569, -1.73674], [5.27686, -1.56164, -3.08864], [4.35268, -2.81652, -2.25679], [5.02424, -1.43779, -1.35018], [2.90444, 3.05389, -3.24515], [4.51937, 3.50171, -3.87321], [4.34419, 2.99376, -2.16857], [-8.23741, 3.82644, -1.96005], [-8.14444, 5.10589, -1.29334], [-8.10492, 5.21749, 0.15118], [-9.31310, 6.08801, -1.86426], [-10.66573, 5.65814, -1.77236], [-11.17957, 5.73316, -0.34570], [-6.75316, 5.98985, -1.94929], [-10.77958, 4.65014, -2.18300], [-11.26153, 6.33096, -2.39933], [-10.64866, 5.02884, 0.30240], [-12.24363, 5.49009, -0.30104], [-11.02272, 6.73375, 0.06843], [-6.78127, 5.94619, -3.03792], [-5.84588, 5.50466, -1.57740], [-6.79001, 7.02213, -1.59647], [-6.23473, 1.10354, 2.62889], [-7.29986, 1.70448, 3.39991], [-7.17401, 1.94784, 4.82315], [-8.68086, 0.88292, 3.12761], [-8.70220, -0.51468, 3.39047], [-8.72356, -0.80204, 4.88111], [-7.77521, 3.22730, 2.62376], [-7.85892, -1.01264, 2.90206], [-9.61763, -0.91397, 2.93957], [-7.79647, -0.47156, 5.35992], [-8.83336, -1.87225, 5.07053], [-9.54551, -0.26608, 5.36530], [-7.90731, 3.05926, 1.55505], [-6.97289, 3.95139, 2.79360], [-8.69856, 3.58623, 3.08206], [10.61997, 1.06388, 1.08143], [9.93580, -0.19377, 1.28226], [10.49893, -1.45326, 0.83815], [8.41481, -0.06776, 0.71042], [8.22980, 0.30428, -0.64979], [8.58222, -0.83258, -1.59233], [9.52827, -0.35192, 3.00163], [8.80219, 1.20693, -0.88480], [7.16994, 0.55276, -0.77516], [9.64920, -1.07113, -1.54114], [8.34898, -0.56855, -2.62635], [8.03526, -1.74096, -1.32217], [9.07246, 0.57511, 3.34898], [10.45747, -0.54088, 3.54731], [8.84800, -1.19598, 3.12905], [12.27023, -1.95794, 6.05522], [11.61751, -3.13689, 5.53163], [10.17796, -3.21466, 5.38223], [12.13048, -4.44117, 6.36349], [11.96288, -4.45440, 7.77578], [10.51100, -4.67049, 8.16359], [12.35324, -3.54913, 3.97083], [12.36047, -3.53701, 8.22069], [12.56087, -5.28653, 8.16399], [9.88820, -3.82847, 7.84564], [10.40734, -4.77153, 9.24634], [10.11220, -5.56738, 7.68002], [13.43846, -3.52841, 4.06919], [12.02796, -2.80072, 3.24217], [12.00537, -4.53731, 3.66434]]}

=====

No. 2
{"formula": "C25H53BCl40FNO5S", "method": "ωB97M-V/def2-TZVPD", "homo_lumo_gap_ev": 10.31, "charge": 0, "energy_ha": -20345.798393, "species": ["C", "C", "B", "O", "N", "O", "C", "C", "C", "O", "S", "O", "O", "F", "H", "H", "H", "H", "H", "H", "H", "H", "H", "H", "H", "H", "H", "C", "Cl", "Cl", "H", "H", "C", "Cl", "Cl", "H", "H", "C", "Cl", "Cl", "H", "H", "C", "Cl", "Cl", "H", "H", "C", "Cl", "Cl", "H", "H", "C", "Cl", "Cl", "H", "H", "C", "Cl", "Cl", "H", "H", "C", "Cl", "Cl", "H", "H", "C", "Cl", "Cl", "H", "H", "C", "Cl", "Cl", "H", "H", "C", "Cl", "Cl", "H", "H", "C", "Cl", "Cl", "H", "H", "C", "Cl", "Cl", "H", "H", "C", "Cl", "Cl", "H", "H", "C", "Cl", "Cl", "H", "H", "C", "Cl", "Cl", "H", "H", "C", "Cl", "Cl", "H", "H", "C", "Cl", "Cl", "H", "H", "C", "Cl", "Cl", "H", "H", "C", "Cl", "Cl", "H", "H"], "positions_angstrom": [[3.77957, 2.74726, 2.94969], [2.41608, 3.18600, 2.23149], [2.47353, 3.00899, 0.65038], [2.97967, 4.08261, -0.12454], [2.00122, 1.80727, -0.13576], [2.48257, 0.61905, 0.37248], [2.52062, -0.35673, -0.72241], [3.76449, -1.27077, -0.65111], [5.11210, -0.44552, -0.72277], [3.72697, -2.18385, 0.42888], [0.29820, 1.77830, -0.36411], [-0.08319, 1.39327, -1.73282], [-0.42024, 1.05417, 0.70377], [-0.12078, 3.36582, -0.20907], [4.53190, 2.54748, 2.16322], [3.55539, 1.85557, 3.56377], [4.17152, 3.55235, 3.59816], [2.33561, 4.28329, 2.41527], [1.52537, 2.73793, 2.71341], [3.83737, 4.34240, 0.22499], [1.59529, -0.96439, -0.78823], [2.59676, 0.24085, -1.65422], [3.74845, -1.88252, -1.58355], [5.55066, -0.56217, -1.73323], [5.86098, -0.89712, -0.03450], [4.95803, 0.62349, -0.48312], [4.49675, -2.08069, 0.98768], [-2.82016, -1.15467, -0.15993], [-3.01046, -2.69805, 0.67768], [-2.30311, -1.38507, -1.83800], [-3.78133, -0.63984, -0.14635], [-2.07083, -0.56156, 0.36007], [-1.18276, 5.85699, -2.26616], [0.04866, 7.09907, -2.00784], [-2.81054, 6.53445, -2.16909], [-1.04149, 5.41485, -3.24736], [-1.07497, 5.09910, -1.49915], [-3.00385, -6.79635, 0.33005], [-4.48448, -7.76425, 0.38962], [-2.82701, -5.79788, 1.77732], [-2.15216, -7.46299, 0.25637], [-3.04276, -6.14759, -0.53786], [-1.28212, -4.96804, -3.86137], [0.27895, -4.33737, -3.32713], [-1.68366, -6.47742, -3.03419], [-2.05085, -4.23105, -3.64802], [-1.23511, -5.15857, -4.92885], [-4.60611, 0.84709, 2.45828], [-5.43495, -0.28761, 1.38875], [-5.75231, 1.89724, 3.29803], [-4.04050, 0.28521, 3.19598], [-3.93435, 1.46162, 1.86523], [2.74741, 9.96310, -0.95757], [3.03307, 10.36150, 0.73851], [4.25587, 9.58215, -1.79511], [2.09124, 9.09913, -1.00864], [2.27989, 10.81342, -1.44454], [1.23675, -7.45661, -0.31104], [0.20090, -6.27619, 0.50353], [0.36179, -8.95765, -0.64410], [1.58736, -7.03822, -1.25419], [2.08305, -7.67882, 0.33228], [4.37134, -7.35011, -3.33073], [5.56522, -6.06994, -3.10387], [2.73265, -6.68802, -3.29135], [4.53979, -7.82790, -4.29054], [4.47600, -8.07751, -2.53157], [8.14347, -3.00066, -4.01245], [6.74299, -2.32816, -3.16569], [9.52074, -3.19126, -2.92070], [7.87600, -3.97256, -4.41656], [8.42322, -2.33014, -4.81791], [-2.80373, 3.83490, 5.05748], [-2.50294, 4.28683, 6.73953], [-1.29913, 3.44851, 4.21196], [-3.44938, 2.96268, 5.03772], [-3.28754, 4.66433, 4.55137], [10.71693, -2.68873, -7.50460], [11.69611, -2.11127, -6.15256], [8.99123, -2.65831, -7.11867], [10.89442, -2.05082, -8.36448], [11.00556, -3.70945, -7.73409], [-7.20504, -5.37012, 1.88188], [-8.23589, -6.32160, 2.95825], [-8.16278, -4.52531, 0.65722], [-6.66477, -4.63555, 2.47205], [-6.50615, -6.03588, 1.38474], [0.35853, -1.99132, 2.46975], [-1.00639, -1.29822, 3.35113], [1.74576, -2.24189, 3.53537], [0.05750, -2.94751, 2.05116], [0.64331, -1.30881, 1.67459], [3.94821, 5.42289, -3.41127], [3.61849, 4.90858, -5.07029], [5.63509, 5.13050, -2.96567], [3.74280, 6.48570, -3.32527], [3.30645, 4.86497, -2.73548], [-11.48942, -4.68676, 3.21951], [-12.99121, -5.61790, 3.27758], [-11.29590, -3.68217, 4.66299], [-10.65080, -5.37187, 3.15765], [-11.50771, -4.04436, 2.34453], [11.18043, 0.71983, -3.83611], [12.14218, 1.31051, -2.47575], [9.45353, 0.74074, -3.46471], [11.36183, 1.35586, -4.69684], [11.47648, -0.29898, -4.05875], [-11.94448, -0.04324, 3.50050], [-11.74541, 1.16720, 4.77342], [-11.16539, 0.46620, 1.99708], [-11.49539, -0.97465, 3.82908], [-13.00434, -0.18656, 3.31528], [-0.38580, 12.19449, 2.14700], [-0.59144, 10.61844, 2.91925], [0.10953, 12.02744, 0.45897], [-1.32936, 12.72938, 2.18370], [0.37746, 12.75064, 2.68218], [-6.74240, 4.00782, 0.01597], [-7.06570, 3.43916, -1.62516], [-5.05193, 3.75667, 0.46556], [-6.96482, 5.06871, 0.07072], [-7.37339, 3.45925, 0.70912], [-4.93954, -3.91372, 5.51933], [-4.95441, -3.49735, 3.80082], [-6.29295, -4.96844, 5.93970], [-4.01007, -4.42625, 5.74674], [-5.01162, -3.00035, 6.10128]]}

=====

| no. | LUMO (eV) |
| --- | --- |
| 1 | 1.62 |
| 2 | -0.08 |